Record 1
66
Properties=species:S:1:pos:R:3 method="wB97M-V/def2-TZVPD" largest_force_ha_per_bohr=0.0591 energy_ha=-2031.8162 relative_energy_ev=0.000 total_charge=-1 e_lumo_ev=2.37 e_homo_ev=-3.5418 gap_ev=5.91
O -0.88657 -0.37089 -3.61607
C -1.32036 0.74260 -4.51201
C -0.55699 0.20369 -5.70818
H -1.12726 1.76971 -4.13735
H -2.40756 0.64548 -4.65292
C -0.50140 -1.10975 -4.80882
H 0.46516 0.55614 -5.80503
H -1.10610 -0.01140 -6.66098
C 0.82358 -1.83113 -4.88976
H 1.68965 -1.32025 -4.44162
H 1.00550 -2.03603 -5.97152
H 0.75508 -2.81110 -4.42094
C -1.57118 -2.00905 -5.33974
H -2.46524 -1.43435 -5.56025
H -1.83713 -2.78566 -4.63617
H -1.21050 -2.48134 -6.25907
Pb -0.86069 -0.55676 0.50439
C -2.90587 -1.32005 2.77474
C -3.15295 0.07153 2.92625
C -3.56352 0.60021 1.67674
H -3.05955 0.64060 3.84737
C -3.55414 -0.46528 0.72069
C -3.11167 -1.66535 1.41065
H -3.03029 -2.66650 0.98779
H -2.63728 -2.03978 3.53264
H -3.86580 1.62413 1.48688
H -3.87117 -0.42903 -0.32654
C 0.62653 -2.55338 3.03553
C -0.20444 -3.22256 2.12709
C 0.32996 -3.04180 0.80952
H -1.07797 -3.81106 2.38822
C 1.49336 -2.20533 0.92889
C 1.65561 -1.89013 2.30322
H 2.46676 -1.31509 2.72934
H 0.53768 -2.57028 4.10990
H -0.03001 -3.52097 -0.09937
H 2.15826 -1.91257 0.12725
O 2.29225 0.98269 -3.42046
C 1.83827 0.28046 -2.19396
C 0.59779 0.98502 -1.63609
H 2.60135 0.27533 -1.38576
H 1.62106 -0.78072 -2.38462
C 0.67552 2.37440 -2.27975
H 0.67564 1.13929 -0.53864
H -0.30052 0.39279 -1.92861
C 1.71774 2.30515 -3.44005
H 1.10231 2.99210 -1.47601
H -0.34616 2.75843 -2.44080
H 2.51665 3.08335 -3.24153
H 1.35546 2.49011 -4.46951
O -0.85777 -0.66508 4.43907
C -0.15708 0.24599 3.95509
N 0.04478 0.47651 2.62030
S 1.24116 1.58713 2.30233
O 2.39194 0.89348 1.76038
O 0.63616 2.65737 1.54679
C 1.45417 1.95790 4.02082
C 2.31108 2.84931 4.64221
C 2.34032 2.91647 6.04172
C 1.49703 2.10070 6.81399
C 0.60410 1.24090 6.17468
C 0.60997 1.18328 4.78149
H 2.94003 3.46208 4.01428
H 3.04209 3.60028 6.52721
H 1.55927 2.13979 7.90286
H -0.09609 0.60826 6.71182


Record 2
88
Properties=species:S:1:pos:R:3 method="wB97M-V/def2-TZVPD" largest_force_ha_per_bohr=0.0138 multiplicity=5 s_squared=6.32 energy_ha=-3609.4917 relative_energy_ev=3.488 total_charge=+1 e_lumo_ev="-3.70 / -5.21" e_homo_ev="-10.4379 / -10.4518" gap_ev="6.74 / 5.25"
Fe -0.59831 -1.42804 -0.41031
N -0.23344 -0.76169 1.52930
C 0.87900 -1.05516 2.47675
C 2.18696 -0.38559 2.09987
N 2.83954 -0.98372 0.94656
H -0.22307 0.24506 1.36600
H -1.11686 -0.95573 1.99646
H 0.99012 -2.13329 2.55453
H 0.59540 -0.66608 3.45884
H 2.84618 -0.49819 2.96295
H 2.00187 0.69906 1.99117
H 2.32144 -0.76693 0.09464
H 3.75118 -0.55654 0.82427
C -3.42648 2.64708 -1.02488
Si -2.36491 1.72649 0.19600
C -0.59518 2.22786 0.01008
C -2.94411 2.05362 1.93421
N -2.47080 -0.07221 -0.08208
C -3.63876 -0.69872 -0.05538
C -4.94072 -0.10902 0.08541
C -6.07458 -0.88151 0.08705
C -5.99595 -2.27160 -0.04437
C -4.75897 -2.90831 -0.18260
C -3.65275 -2.11697 -0.18423
F -2.40716 -2.69293 -0.30478
H -3.03741 3.66369 -1.10497
H -4.47159 2.71327 -0.72488
H -3.39169 2.20619 -2.02121
H -0.51906 3.12537 -0.60615
H 0.00373 1.46433 -0.49116
H -0.12218 2.44941 0.97031
H -2.84885 3.12720 2.11295
H -2.33117 1.54295 2.67968
H -3.98259 1.77795 2.11392
H -5.01864 0.96044 0.18217
H -7.04230 -0.41160 0.18630
H -6.89809 -2.86595 -0.03832
H -4.67288 -3.97992 -0.28636
O 0.63254 -0.68671 -1.21359
S 2.80752 1.93748 -0.86751
C 3.04885 3.56194 -0.10505
C 3.12277 3.34944 1.38080
C 4.22452 2.70694 1.94110
C 4.27640 2.44984 3.30161
C 3.22312 2.83012 4.12396
C 2.12850 3.48380 3.57764
C 2.08123 3.74122 2.21353
C 2.72383 2.40574 -2.62028
C 1.41238 3.03028 -3.00059
C 0.32810 2.21543 -3.32287
C -0.88889 2.76825 -3.67884
C -1.05153 4.14975 -3.69423
C 0.01722 4.96749 -3.36387
C 1.24587 4.40891 -3.02890
H 2.20969 4.20760 -0.36695
H 3.97006 4.00487 -0.48876
H 5.04603 2.40892 1.30048
H 5.14003 1.95272 3.72298
H 3.26479 2.63405 5.18650
H 1.31575 3.80533 4.21508
H 1.23110 4.26326 1.79070
H 2.86777 1.47403 -3.16685
H 3.56692 3.06151 -2.83899
H 0.44889 1.13865 -3.28539
H -1.71386 2.12353 -3.95387
H -2.00033 4.58394 -3.98034
H -0.09698 6.04291 -3.38356
H 2.08534 5.05424 -2.79939
C 1.51134 -3.94650 0.58173
C 2.16127 -5.25815 0.07830
N 1.22303 -6.00383 -0.75659
C 0.95964 -5.23818 -1.96702
C 0.49166 -3.80972 -1.59638
N 0.23303 -3.70558 -0.13174
C -0.69010 -4.80822 0.24092
C -0.01755 -6.18086 -0.01821
H 2.15639 -3.07879 0.44935
H 1.27149 -4.02423 1.64359
H 2.45610 -5.88989 0.91627
H 3.05372 -5.05165 -0.51298
H 0.20622 -5.76597 -2.55316
H 1.87486 -5.19934 -2.55764
H -0.43006 -3.55203 -2.12802
H 1.24426 -3.06442 -1.84865
H -1.59473 -4.72327 -0.35042
H -0.95268 -4.68625 1.29370
H -0.67820 -6.83037 -0.59365
H 0.21580 -6.68850 0.91836


Record 3
11
Properties=species:S:1:pos:R:3 method="wB97M-V/def2-TZVPD" smiles="O=C1C=NN=CON1" largest_force_ha_per_bohr=0.0975 energy_ha=-430.6939 relative_energy_ev=6.180 total_charge=0 e_lumo_ev=-0.39 e_homo_ev=-10.5087 gap_ev=10.12
C -0.58292 0.41439 -1.06031
C 0.71993 -1.09590 0.93981
C -1.03118 0.75662 0.40979
H 1.43161 0.60658 -1.73258
H 1.46642 -2.00599 0.99409
H -1.68133 1.64873 0.37789
N 0.83799 0.00312 -1.06791
N -0.44165 -1.07977 1.44502
N -0.87985 0.26871 1.54437
O -1.15828 0.59832 -2.15741
O 1.31926 -0.11482 0.30722


Record 4
17
Properties=species:S:1:pos:R:3 method="wB97M-V/def2-TZVPD" largest_force_ha_per_bohr=0.0176 multiplicity=2 s_squared=0.75 energy_ha=-346.4841 relative_energy_ev=0.000 total_charge=-2 e_lumo_ev="6.47 / 6.42" e_homo_ev="4.3630 / -0.8970" gap_ev="2.11 / 7.31"
C 0.13338 0.34637 -0.27506
O 0.21718 -1.04251 -0.33193
C 0.08001 0.90238 1.15608
C -0.75500 2.18187 1.29485
H 0.95294 0.84298 -0.85776
H -0.73754 0.73848 -0.85557
H -0.40750 0.13790 1.77151
H 1.09446 1.07666 1.52625
H -0.79094 2.64202 2.28510
H -0.38220 2.99011 0.65317
H -1.75546 1.98373 0.89466
H 2.10942 -2.29275 -1.84082
H 2.04540 -1.55271 -0.56162
O 2.66848 -2.14608 -1.06602
H -0.91122 -1.70274 -1.04563
H -1.86048 -2.97784 -1.15712
O -1.70092 -2.12788 -1.59007


Record 5
59
Properties=species:S:1:pos:R:3 method="wB97M-V/def2-TZVPD" smiles="CCOC(=O)Cn1c(CN2CCN(C(=O)c3ccco3)CC2)nc2c1c(=O)n(C)c(=O)n2C" largest_force_ha_per_bohr=0.0293 energy_ha=-1595.8816 relative_energy_ev=0.135 total_charge=0 e_lumo_ev=0.50 e_homo_ev=-8.3837 gap_ev=8.89
C 4.57559 2.03987 5.00143
C 3.71983 3.12888 4.37371
H 4.18984 4.11131 4.45928
H 2.72368 3.14988 4.82601
O 3.58057 2.88419 2.96732
C 2.48688 2.26356 2.56288
O 1.52141 2.01025 3.22847
C 2.58405 1.94171 1.06276
N 1.64627 0.90730 0.74181
C 0.57109 0.91549 -0.08250
N -0.10305 -0.21881 -0.03732
C 0.54006 -0.98605 0.87055
C 1.63812 -0.31666 1.37788
C 2.48668 -0.87110 2.38208
O 3.46388 -0.34381 2.88630
N 2.06285 -2.15111 2.74100
C 0.97397 -2.85748 2.24343
O 0.71845 -3.97184 2.64363
N 0.20996 -2.23907 1.27492
C -0.95048 -2.90452 0.72461
H -0.80474 -3.08391 -0.34092
H -1.07237 -3.84964 1.24958
H -1.83104 -2.27750 0.86064
C 2.82284 -2.84767 3.76580
H 2.19989 -3.00948 4.64526
H 3.67955 -2.22751 4.01845
H 3.14826 -3.81564 3.38655
C 0.21637 2.09243 -0.94567
N -0.93597 1.93428 -1.79849
C -0.78392 0.88966 -2.79890
H 0.15398 1.05498 -3.33457
C -1.95567 0.97737 -3.77972
N -3.19475 0.81643 -3.06223
C -4.04688 -0.23539 -3.06653
O -5.04794 -0.24777 -2.36290
C -3.81272 -1.38443 -3.96405
C -4.74839 -2.33526 -4.28861
C -4.09598 -3.27750 -5.11055
C -2.80968 -2.84549 -5.22124
O -2.62634 -1.70703 -4.53659
H -1.95922 -3.24530 -5.73827
H -4.52152 -4.15429 -5.55315
H -5.76948 -2.33706 -3.96916
C -3.35392 1.83984 -2.05084
C -2.18512 1.76800 -1.06856
H -2.27132 2.57654 -0.33968
H -2.21582 0.80564 -0.53908
H -4.29993 1.66616 -1.53704
H -3.37010 2.81927 -2.53881
H -1.85124 0.23069 -4.56132
H -1.96006 1.97456 -4.23583
H -0.76495 -0.11052 -2.34284
H 0.03157 2.95545 -0.29422
H 1.07577 2.33048 -1.58561
H 3.60555 1.60921 0.85640
H 2.37069 2.84290 0.48537
H 4.15666 1.06678 4.75684
H 4.59906 2.16414 6.07998
H 5.58921 2.08459 4.61230


Record 6
60
Properties=species:S:1:pos:R:3 method="wB97M-V/def2-TZVPD" largest_force_ha_per_bohr=0.0206 energy_ha=-2412.5398 relative_energy_ev=0.000 total_charge=-1 e_lumo_ev=2.30 e_homo_ev=-5.6338 gap_ev=7.93
Pd 0.92609 0.41697 0.56593
O 0.30908 4.64504 1.08428
C 0.13648 3.42811 0.93432
O 0.86702 2.50433 1.39703
C -1.07693 3.01612 0.10598
C -2.29286 3.72587 0.29929
C -3.41982 3.28734 -0.31702
C -3.34211 2.17049 -1.18965
C -4.45540 1.64196 -1.88086
C -4.30920 0.58480 -2.73825
C -3.03464 0.01481 -2.94612
C -1.94315 0.50204 -2.27970
C -2.07368 1.58298 -1.37772
N -0.96280 2.00903 -0.71582
H -2.27930 4.57781 0.96331
H -4.37716 3.77074 -0.15582
H -5.42803 2.09512 -1.72300
H -5.16772 0.18698 -3.26496
H -2.92166 -0.81349 -3.63522
H -0.95521 0.08007 -2.41571
S 5.12182 0.05536 -1.09517
C 4.98874 1.75496 -0.76639
C 5.96060 2.73518 -0.93147
C 5.62233 4.03835 -0.62448
C 4.33923 4.34879 -0.16239
C 3.37347 3.37681 0.00508
C 3.70360 2.05619 -0.30210
N 2.86802 0.94491 -0.22001
C 3.48215 -0.14471 -0.59441
C 2.74867 -1.39307 -0.63585
C 3.27728 -2.60872 -1.06535
C 2.44987 -3.70946 -1.17343
C 1.09329 -3.57428 -0.88405
C 0.57602 -2.36666 -0.43910
C 1.39766 -1.25287 -0.26667
H 6.94992 2.48221 -1.29046
H 6.35780 4.82384 -0.74348
H 4.09079 5.37432 0.07805
H 2.39038 3.61579 0.39079
H 4.32931 -2.68893 -1.31900
H 2.84886 -4.66473 -1.48910
H 0.43672 -4.43113 -0.98968
H -0.47381 -2.29526 -0.19429
F -2.73775 -4.05255 -0.85547
C -2.36310 -3.87380 0.42291
C -2.64905 -2.74407 1.07768
N -2.29580 -2.53803 2.38676
C -2.41221 -1.18642 2.92290
C -1.36942 -0.19387 2.37310
O -1.49906 0.96673 2.72455
O -0.48111 -0.73200 1.62117
C -1.52608 -3.45805 3.06809
O -1.13407 -3.30925 4.20496
N -1.25287 -4.61701 2.35414
C -1.58985 -4.93268 1.04580
O -1.25742 -5.97975 0.52905
H -3.17976 -1.93270 0.59729
H -2.30821 -1.23518 4.00277
H -3.40496 -0.80134 2.68837
H -0.67102 -5.28405 2.83862


Record 7
17
Properties=species:S:1:pos:R:3 method="wB97M-V/def2-TZVPD" largest_force_ha_per_bohr=0.0947 energy_ha=-401.0525 relative_energy_ev=3.382 total_charge=0 e_lumo_ev=0.63 e_homo_ev=-7.1272 gap_ev=7.76
C 1.29194 0.96060 -0.19275
C -1.42108 -0.00242 -1.27663
C -0.66987 -0.56120 -0.11069
C 0.66215 -0.33533 0.24142
N 1.44630 -1.25888 0.97085
C 0.43121 1.51985 0.89315
O -1.29306 -1.54363 0.57516
O -0.82536 1.64025 0.96304
H -2.20414 -1.63711 0.27226
H 2.11163 -1.77043 0.40384
H 0.88942 -1.89776 1.52285
H 1.03639 2.15435 1.56576
H 2.34799 0.98868 0.06351
H 1.07146 1.33479 -1.19059
H -0.85770 0.76501 -1.79546
H -1.66696 -0.81677 -1.96597
H -2.35033 0.46000 -0.93976


Record 8
20
Properties=species:S:1:pos:R:3 method="wB97M-V/def2-TZVPD" smiles="C=NCCCC.O" largest_force_ha_per_bohr=0.0472 energy_ha=-328.2480 relative_energy_ev=1.928 total_charge=0 e_lumo_ev=0.64 e_homo_ev=-9.1637 gap_ev=9.81
C -3.00152 0.89406 0.76309
C -2.10808 -0.41297 0.55618
C -0.64896 -0.11866 0.87379
C 0.32824 -1.04437 0.12093
C 0.52898 0.41489 -1.78583
N 0.59481 -0.72454 -1.25932
H -3.12682 0.99394 1.83277
H -2.45176 1.72595 0.33036
H -3.87511 0.75626 0.13385
H -2.60352 -1.15286 1.17721
H -2.23147 -0.67273 -0.49155
H -0.41047 0.90149 0.56309
H -0.41982 -0.12520 1.93989
H -0.07496 -2.05901 0.11382
H 1.29233 -1.04049 0.64177
H 0.66176 0.49411 -2.85839
H 0.43856 1.30807 -1.15434
H 6.21896 -0.37669 -0.01810
H 4.99337 0.25432 -0.61196
O 5.89549 -0.01555 -0.86726


Record 9
82
Properties=species:S:1:pos:R:3 method="wB97M-V/def2-TZVPD" largest_force_ha_per_bohr=0.0323 multiplicity=2 s_squared=0.99 energy_ha=-6100.1874 relative_energy_ev=1.339 total_charge=+1 e_lumo_ev="-5.19 / -5.88" e_homo_ev="-11.8874 / -11.9695" gap_ev="6.70 / 6.09"
Pt -0.15462 0.03004 -1.64826
C -1.76555 3.18851 -4.96877
C -2.61539 2.98729 -3.76963
N -3.60320 3.81230 -3.50465
C -4.35718 3.56613 -2.41310
C -4.28248 2.39431 -1.59781
C -5.23878 2.24184 -0.42674
O -4.62848 1.70774 0.74387
C -3.28767 1.51671 -1.83891
C -3.25859 0.24455 -1.10754
N -2.29714 -0.57058 -1.19915
C -2.37521 -1.88601 -0.64120
C -3.14789 -2.21794 0.45881
C -3.15321 -3.51493 0.95326
C -2.38685 -4.50293 0.34664
C -1.61246 -4.19055 -0.76370
C -1.61440 -2.88713 -1.22797
I -0.40523 -2.40745 -2.88281
C -2.31944 1.83348 -2.88006
O -1.29921 1.14334 -3.14809
H -2.18706 3.96517 -5.59562
H -1.64771 2.25820 -5.52620
H -0.76382 3.48803 -4.64253
H -5.07896 4.33996 -2.16525
H -6.04146 1.55901 -0.69420
H -5.70037 3.20894 -0.24115
H -4.05018 2.38068 1.12377
H -4.15841 -0.04379 -0.57286
H -3.73352 -1.44420 0.95137
H -3.75566 -3.75164 1.82466
H -2.38178 -5.51640 0.73937
H -1.02019 -4.95545 -1.26180
F 4.70501 4.21425 3.18394
C 4.93718 4.00699 1.87383
F 6.23810 3.68605 1.72461
F 4.70218 5.15063 1.20990
C 4.07197 2.89293 1.35694
C 3.95724 1.73063 2.11480
C 3.15967 0.69737 1.66787
C 2.48933 0.83643 0.45316
C 2.63183 1.98220 -0.31026
C 3.42806 3.02218 0.15017
P 1.39869 -0.48612 -0.06579
C 2.41454 -1.91061 -0.47994
C 3.69599 -1.70342 -0.98577
C 4.47035 -2.78724 -1.36808
C 3.96192 -4.07036 -1.24621
C 2.68112 -4.28428 -0.76927
C 1.89985 -3.20093 -0.39678
C 4.83126 -5.22839 -1.65604
F 4.25784 -6.40336 -1.34586
F 6.02660 -5.16115 -1.04369
F 5.04590 -5.20449 -2.98594
C 0.45612 -0.87748 1.44942
C -0.56677 0.01259 1.78087
C -1.32432 -0.18728 2.92793
C -1.06515 -1.27846 3.73614
C -0.02944 -2.14698 3.43979
C 0.73799 -1.94520 2.30121
C -1.92471 -1.57273 4.93136
F -1.18056 -1.68493 6.04534
F -2.84574 -0.61237 5.12471
F -2.57613 -2.74926 4.75692
H 4.48147 1.64510 3.05952
H 3.05738 -0.20180 2.26506
H 2.10993 2.08710 -1.24696
H 3.51887 3.93171 -0.42625
H 4.09775 -0.69755 -1.06808
H 5.47172 -2.63510 -1.75902
H 2.29787 -5.29286 -0.68252
H 0.89085 -3.36767 -0.03641
H -0.75368 0.89070 1.17066
H -2.11348 0.50905 3.18671
H 0.19018 -2.97537 4.10642
H 1.56046 -2.62031 2.09146
F -0.10825 2.12380 -0.79137
As -0.15219 3.77851 -0.07135
F -1.61597 3.30607 0.68599
F -1.05093 4.23835 -1.43947
F -0.24326 5.32813 0.60595
F 1.30301 4.10234 -0.89859
F 0.69448 3.13537 1.24923


Record 10
6
Properties=species:S:1:pos:R:3 method="wB97M-V/def2-TZVPD" largest_force_ha_per_bohr=0.0556 energy_ha=-696.1748 relative_energy_ev=3.339 total_charge=0 e_lumo_ev="-0.89 / -0.89" e_homo_ev="-9.7278 / -9.7272" gap_ev="8.84 / 8.84"
C 1.08955 0.32950 -0.07814
N 0.47519 1.37310 0.06404
N -1.02339 -0.53061 0.10978
O -1.92042 -1.32948 -0.04425
O 1.65356 -0.66499 -0.00997
S -1.19472 1.13651 -0.02250


Record 11
41
Properties=species:S:1:pos:R:3 method="wB97M-V/def2-TZVPD" largest_force_ha_per_bohr=0.0529 energy_ha=-2425.0614 total_charge=+2 e_lumo_ev=-6.65 e_homo_ev=-11.9499 gap_ev=5.30
O 0.87132 -1.11493 -1.57155
B 0.78326 0.06461 -2.27570
O -0.19747 0.20648 -3.24723
C 1.83511 1.22288 -1.93129
C 3.16083 0.69306 -2.41015
N 4.28853 1.63995 -1.95589
I 5.11370 0.78516 -0.17734
C 3.83132 3.09754 -1.72869
S 3.88133 3.57549 0.00317
C 2.47897 3.46644 -2.41319
O 1.57730 2.42453 -2.66917
H 0.96630 -0.92989 -0.63163
H -0.60943 1.06122 -3.14138
H 1.82576 1.45671 -0.85599
H 3.16165 0.59634 -3.50223
H 3.35646 -0.28781 -1.99568
H 5.08827 1.61524 -2.58300
H 4.59809 3.71466 -2.18976
H 2.60580 3.92476 0.20457
H 1.99304 4.17876 -1.74108
H 2.67174 4.01589 -3.33441
F -0.60357 0.07064 1.30860
C -1.58319 -0.81401 1.58014
C -2.00935 -1.65918 0.57517
C -3.00938 -2.57710 0.85529
C -3.57218 -2.62934 2.12392
C -3.12427 -1.76393 3.11295
C -2.11768 -0.84449 2.85222
H -1.55753 -1.59997 -0.40782
H -3.34831 -3.25228 0.08200
H -4.35908 -3.34654 2.32812
H -3.56368 -1.78750 4.10429
H -1.75021 -0.16711 3.61059
F 2.03280 -0.66565 -4.07813
F -1.31819 2.52706 -2.26787
N -4.29922 -3.87340 5.69018
H -3.69627 -4.47608 5.12261
H -3.74481 -3.10067 6.06595
H -5.05202 -3.50201 5.10561
H -4.69862 -4.41629 6.46092
Ca -1.90711 2.47074 -4.07711